Entry 1:
Formula: C24H38AsBiN3OPS6
Source: the Open Molecules 2025 dataset
Level of theory: wB97M-V/def2-TZVPD

- Total energy: -6357.8494 Ha
- Net charge: -2

Structure (XYZ):
```
75
C24H38AsBiN3OPS6 (wB97M-V/def2-TZVPD)
Bi -0.29 -0.15 0.74
C 1.92 2.01 -1.13
N 2.00 0.57 -0.96
C 1.89 -0.14 -2.22
C 3.01 0.11 -0.06
C 4.11 -0.61 -0.50
C 5.03 -1.16 0.39
C 4.81 -1.01 1.75
C 3.71 -0.29 2.21
C 2.81 0.33 1.34
N 1.65 0.98 1.73
C 1.50 1.61 2.94
C 2.55 2.01 3.79
C 2.30 2.61 5.02
C 1.00 2.85 5.45
C -0.04 2.56 4.58
C 0.19 1.99 3.33
N -0.86 1.86 2.34
C -0.74 2.97 1.36
C -2.22 1.87 2.91
H 2.74 2.38 -1.76
H 1.99 2.50 -0.16
H 0.97 2.28 -1.60
H 2.67 0.15 -2.95
H 0.92 0.09 -2.66
H 1.96 -1.22 -2.05
H 4.24 -0.76 -1.56
H 5.87 -1.73 0.02
H 5.48 -1.47 2.47
H 3.51 -0.25 3.27
H 3.57 1.85 3.48
H 3.14 2.88 5.66
H 0.80 3.26 6.43
H -1.06 2.77 4.88
H -0.90 3.93 1.86
H -1.48 2.84 0.57
H 0.26 2.96 0.92
H -2.45 2.85 3.34
H -2.31 1.09 3.67
H -2.93 1.66 2.12
S -2.17 -4.43 2.70
As -1.65 -2.40 2.95
S 0.47 -2.03 2.21
S -2.63 -1.10 1.43
S -1.90 -1.61 4.88
C -0.45 -5.36 -1.53
C -0.34 -4.03 -0.78
P -1.04 -2.53 -1.59
C -0.47 -2.78 -3.33
C -0.85 -1.65 -4.29
C -2.82 -3.02 -1.69
C -3.75 -1.89 -2.16
H -0.11 -6.17 -0.88
H 0.16 -5.37 -2.44
H -1.48 -5.58 -1.81
H 0.70 -3.81 -0.54
H -0.85 -4.11 0.18
H -0.84 -3.74 -3.70
H 0.62 -2.86 -3.27
H -1.89 -1.74 -4.61
H -0.23 -1.66 -5.19
H -0.75 -0.66 -3.83
H -3.08 -3.31 -0.68
H -2.91 -3.89 -2.34
H -3.53 -0.96 -1.63
H -4.79 -2.15 -1.96
H -3.64 -1.69 -3.23
C -3.45 4.69 -3.10
O -3.03 3.45 -2.52
C -1.77 2.98 -2.75
S -0.68 3.88 -3.67
S -1.48 1.48 -2.03
H -4.48 4.82 -2.78
H -3.38 4.66 -4.18
H -2.84 5.52 -2.75
```

Partial charges, Löwdin, in e: Bi 1.17; C -0.10; N -0.27; C -0.12; C -0.22; C -0.05; C -0.12; C -0.11; C -0.06; C -0.29; N -0.12; C -0.25; C -0.04; C -0.12; C -0.12; C -0.04; C -0.20; N -0.30; C -0.09; C -0.14; H 0.09; H 0.07; H 0.01; H 0.09; H 0.03; H 0.08; H 0.09; H 0.08; H 0.09; H 0.10; H 0.09; H 0.09; H 0.08; H 0.10; H 0.09; H 0.05; H 0.06; H 0.08; H 0.04; H 0.05; S -0.19; As -0.52; S -0.04; S -0.10; S -0.18; C -0.16; C -0.45; P 0.88; C -0.43; C -0.17; C -0.43; C -0.17; H 0.06; H 0.05; H 0.06; H 0.06; H 0.00; H 0.06; H 0.06; H 0.05; H 0.06; H 0.01; H 0.05; H 0.06; H 0.03; H 0.06; H 0.05; C -0.17; O -0.28; C -1.35; S 0.47; S 0.49; H 0.08; H 0.06; H 0.06

---

Entry 2:
Formula: C24H38CoN9O2
Source: the Open Molecules 2025 dataset
Level of theory: wB97M-V/def2-TZVPD

- Total energy: -2963.2132 Ha
- Net charge: +1
- 2S+1: 2
- Expectation value of S²: 1.035

Structure (XYZ):
```
74
C24H38CoN9O2 (wB97M-V/def2-TZVPD)
Co -0.07 -0.30 0.42
N -0.07 3.48 0.85
C 1.13 4.23 0.43
C 2.39 3.39 0.66
C 2.56 2.16 -0.26
N 1.84 0.93 0.19
C 2.31 2.56 -1.72
C 1.06 3.41 -1.99
N -0.19 2.62 -1.82
C 1.03 4.62 -1.05
H 0.11 2.91 1.67
H -0.43 2.67 -0.77
H -0.84 4.11 1.09
H 1.23 5.14 1.02
H 2.44 3.08 1.70
H 3.24 4.05 0.47
H 3.62 1.91 -0.20
H 2.23 0.71 1.10
H 2.17 0.18 -0.44
H 2.32 1.68 -2.36
H 3.16 3.18 -2.02
H 1.09 3.75 -3.03
H -0.11 1.62 -2.09
H -0.97 3.03 -2.34
H 0.12 5.21 -1.23
H 1.87 5.27 -1.29
C 0.14 -1.11 3.59
N -0.37 -0.25 2.54
C -1.46 0.40 2.80
C -2.23 0.92 1.74
C -3.47 1.56 1.72
C -3.88 1.58 0.39
C -2.87 0.94 -0.34
N -1.87 0.55 0.47
C -0.68 -2.38 3.80
C -1.56 -2.87 2.84
C -2.31 -4.01 3.09
C -2.20 -4.67 4.30
C -1.33 -4.19 5.26
C -0.57 -3.05 5.02
H 0.17 -0.57 4.54
H 1.17 -1.38 3.35
H -1.84 0.47 3.82
H -4.00 1.94 2.58
H -4.80 1.97 -0.01
H -2.87 0.71 -1.40
H -1.68 -2.36 1.90
H -2.99 -4.38 2.32
H -2.80 -5.55 4.50
H -1.24 -4.69 6.22
H 0.10 -2.68 5.78
O 2.23 -1.28 -1.82
C 1.06 -1.28 -2.22
O 0.08 -0.62 -1.71
H 0.81 -1.88 -3.10
C 3.81 -5.10 -1.55
C 4.43 -4.61 -0.24
C 5.01 -3.20 -0.41
C 3.41 -4.68 0.91
N 2.31 -3.74 0.75
C 2.25 -2.44 1.04
N 1.06 -2.01 0.71
N 0.39 -3.06 0.20
N 1.13 -4.10 0.22
H 4.55 -5.07 -2.35
H 2.98 -4.47 -1.84
H 3.45 -6.13 -1.45
H 5.24 -5.28 0.05
H 4.27 -2.52 -0.84
H 5.86 -3.23 -1.09
H 5.36 -2.79 0.54
H 3.89 -4.47 1.86
H 2.96 -5.67 0.95
H 3.06 -1.86 1.47
```

Partial charges, Löwdin, in e: Co 0.62; N 0.06; C -0.36; C -0.10; C -0.32; N 0.04; C -0.08; C -0.27; N 0.21; C -0.09; H 0.08; H 0.12; H 0.11; H 0.14; H 0.12; H 0.13; H 0.14; H 0.08; H 0.04; H 0.12; H 0.13; H 0.15; H 0.14; H 0.16; H 0.13; H 0.13; C -0.18; N -0.04; C -0.09; C -0.35; C -0.04; C -0.09; C -0.17; N -0.03; C -0.21; C -0.06; C -0.07; C -0.08; C -0.08; C -0.05; H 0.12; H 0.09; H 0.15; H 0.11; H 0.09; H 0.11; H 0.09; H 0.11; H 0.11; H 0.11; H 0.11; O -0.07; C -0.52; O -0.17; H 0.13; C -0.07; C -0.40; C -0.07; C -0.10; N -0.07; C -0.11; N -0.03; N 0.04; N 0.12; H 0.08; H 0.07; H 0.08; H 0.14; H 0.06; H 0.09; H 0.08; H 0.13; H 0.13; H 0.15

---

Entry 3:
Formula: C24H38F6N6O4PtS3Si3
Source: the Open Molecules 2025 dataset
Level of theory: wB97M-V/def2-TZVPD

- Total energy: -4347.9534 Ha
- Net charge: +2

Structure (XYZ):
```
85
C24H38F6N6O4PtS3Si3 (wB97M-V/def2-TZVPD)
Pt -0.01 0.24 0.10
C -2.98 3.03 1.44
C -1.81 2.33 0.85
N -1.51 1.11 1.13
N -2.34 0.31 1.88
C -2.22 -1.03 1.70
N -3.15 -1.82 2.18
S -0.87 -1.70 0.91
C -0.97 2.95 -0.21
C -1.30 4.16 -0.77
C -0.57 4.62 -1.86
C 0.45 3.85 -2.36
C 0.73 2.63 -1.74
N 0.06 2.20 -0.69
H -3.15 2.73 2.47
H -3.88 2.83 0.85
H -2.82 4.11 1.46
H -3.19 0.72 2.23
H -4.01 -1.48 2.58
H -3.13 -2.80 1.92
H -2.13 4.74 -0.39
H -0.83 5.57 -2.32
H 1.03 4.15 -3.22
H 1.53 2.00 -2.11
C 0.20 0.37 4.42
Si 1.32 1.19 3.17
C 0.61 2.89 2.73
C 2.94 1.58 4.03
C 1.63 0.09 1.62
Si 2.14 -1.75 2.15
C 3.59 -1.60 3.33
C 1.01 -2.86 3.17
C 2.60 -2.77 0.65
Si 3.07 0.79 0.57
C 3.18 2.66 0.46
C 4.82 0.28 0.95
C 2.63 -0.02 -1.09
C 3.53 -0.29 -2.11
C 3.13 -0.99 -3.24
C 1.81 -1.42 -3.33
C 0.94 -1.13 -2.30
N 1.35 -0.44 -1.22
H -0.01 1.08 5.22
H 0.71 -0.48 4.89
H -0.75 0.01 4.04
H -0.40 3.02 3.11
H 0.64 3.12 1.67
H 1.23 3.65 3.23
H 2.68 2.27 4.83
H 3.65 2.10 3.39
H 3.43 0.73 4.48
H 3.24 -1.40 4.34
H 4.39 -0.90 3.09
H 4.03 -2.60 3.35
H 0.42 -2.35 3.93
H 1.70 -3.53 3.69
H 0.35 -3.50 2.58
H 3.43 -2.39 0.06
H 1.75 -2.94 -0.01
H 2.89 -3.75 1.03
H 3.56 3.04 1.41
H 2.27 3.20 0.24
H 3.92 2.91 -0.30
H 5.16 0.65 1.91
H 5.45 0.76 0.20
H 5.00 -0.80 0.90
H 4.56 0.03 -2.00
H 3.83 -1.21 -4.03
H 1.45 -1.99 -4.17
H -0.09 -1.47 -2.32
F -3.44 -4.02 -3.68
C -4.11 -3.84 -2.55
F -5.16 -3.06 -2.78
F -4.52 -5.00 -2.07
S -2.99 -3.03 -1.29
O -1.65 -3.20 -1.77
O -3.35 -3.58 -0.01
N -3.44 -1.50 -1.29
S -2.75 -0.42 -2.16
O -2.27 -0.77 -3.46
O -1.82 0.40 -1.35
C -4.14 0.79 -2.32
F -5.17 0.26 -2.93
F -4.50 1.21 -1.10
F -3.69 1.84 -3.01
```

Partial charges, Löwdin, in e: Pt 1.19; C 0.03; C -0.24; N -0.10; N 0.07; C -0.67; N 0.20; S 0.86; C -0.22; C 0.05; C 0.02; C 0.02; C -0.08; N -0.03; H 0.10; H 0.11; H 0.10; H 0.16; H 0.15; H 0.11; H 0.13; H 0.14; H 0.13; H 0.12; C -0.16; Si 0.42; C -0.15; C -0.15; C -0.47; Si 0.41; C -0.16; C -0.20; C -0.16; Si 0.49; C -0.15; C -0.15; C -0.31; C -0.03; C 0.00; C 0.01; C -0.08; N -0.14; H 0.05; H 0.03; H 0.02; H 0.04; H -0.01; H 0.06; H 0.06; H 0.03; H 0.03; H 0.04; H 0.01; H 0.06; H 0.02; H 0.05; H 0.01; H 0.03; H 0.03; H 0.06; H 0.04; H 0.01; H 0.06; H 0.05; H 0.05; H 0.04; H 0.12; H 0.13; H 0.14; H 0.08; F 0.17; C -0.67; F 0.16; F 0.17; S 0.60; O -0.31; O -0.30; N -0.30; S 0.62; O -0.23; O -0.42; C -0.68; F 0.19; F 0.12; F 0.15

---

Entry 4:
Formula: C24H38N3O7S4
Source: the Open Molecules 2025 dataset
Level of theory: wB97M-V/def2-TZVPD

- Total energy: -3220.4532 Ha
- Net charge: +1

Structure (XYZ):
```
76
C24H38N3O7S4 (wB97M-V/def2-TZVPD)
C -6.09 4.45 3.65
C -5.36 3.59 3.20
C -4.36 2.61 2.72
C -4.66 2.12 1.27
C -3.30 1.63 0.67
C -3.46 0.64 -0.51
C -2.60 0.85 -1.80
C -2.27 2.34 -2.10
C -0.95 2.89 -1.48
S -0.11 1.75 -0.33
C 1.22 2.77 0.33
S 2.75 2.28 0.49
N 0.79 4.08 0.70
C 1.29 5.28 0.31
C 0.43 6.15 0.98
N -0.47 5.46 1.71
C -0.27 4.18 1.56
O -4.82 0.89 -1.04
S -5.54 -0.48 -1.48
O -6.93 -0.50 -1.29
O -5.21 -0.93 -2.80
O -4.72 -1.51 -0.49
C -3.62 -0.80 0.05
S -2.16 -1.84 0.38
C -1.26 -1.12 1.76
O -1.33 -2.07 -0.78
O -2.66 -3.10 0.85
H -6.57 5.23 4.19
H -4.36 1.75 3.41
H -3.38 3.11 2.72
H -5.06 2.97 0.70
H -5.41 1.32 1.32
H -2.82 1.09 1.50
H -2.73 2.53 0.44
H -3.25 0.51 -2.62
H -1.72 0.19 -1.86
H -2.18 2.45 -3.19
H -3.11 2.94 -1.73
H -0.25 3.21 -2.27
H -1.21 3.79 -0.91
H 2.11 5.44 -0.37
H 0.50 7.23 0.88
H -0.84 3.37 1.99
H -3.99 -0.61 1.08
H -0.50 -1.86 2.03
H -0.76 -0.18 1.50
H -1.91 -0.93 2.62
C 2.10 -3.42 -1.68
C 2.81 -2.24 -1.00
C 3.90 -1.70 -1.95
C 5.09 -2.65 -2.07
C 5.68 -2.98 -0.69
C 4.66 -3.47 0.34
N 3.41 -2.62 0.33
O 3.63 -1.62 0.96
C 4.28 -4.95 0.09
C 5.33 -3.51 1.72
C 1.69 -1.21 -0.83
H 1.51 -3.06 -2.52
H 2.77 -4.16 -2.11
H 1.42 -3.93 -1.00
H 4.25 -0.72 -1.60
H 3.47 -1.53 -2.93
H 4.81 -3.57 -2.58
H 5.86 -2.18 -2.69
H 6.47 -3.73 -0.81
H 6.18 -2.07 -0.31
H 3.50 -5.27 0.78
H 5.15 -5.59 0.26
H 3.95 -5.16 -0.92
H 5.77 -2.55 2.00
H 6.15 -4.23 1.71
H 4.63 -3.81 2.50
H 0.92 -1.59 -0.16
H 1.21 -0.99 -1.78
H 2.04 -0.25 -0.43
```

Partial charges, Löwdin, in e: C 0.12; C -0.14; C -0.20; C -0.15; C -0.13; C -0.36; C -0.13; C -0.19; C -0.40; S 0.92; C -1.03; S 0.75; N -0.20; C -0.05; C -0.12; N 0.07; C -0.18; O -0.18; S 0.65; O -0.18; O -0.22; O -0.13; C -0.32; S 0.67; C -0.13; O -0.31; O -0.28; H 0.03; H 0.12; H 0.11; H 0.13; H 0.12; H 0.10; H 0.09; H 0.12; H 0.10; H 0.12; H 0.12; H 0.09; H 0.08; H 0.12; H 0.11; H 0.12; H 0.15; H 0.08; H 0.02; H 0.08; C -0.01; C -0.42; C -0.10; C -0.15; C -0.10; C -0.44; N 0.09; O 0.22; C -0.01; C -0.02; C -0.06; H 0.11; H 0.07; H 0.11; H 0.14; H 0.14; H 0.11; H 0.13; H 0.14; H 0.14; H 0.10; H 0.10; H 0.07; H 0.09; H 0.10; H 0.10; H 0.07; H 0.10; H 0.01

---

Entry 5:
Formula: C24H38N4OPdTe
Source: the Open Molecules 2025 dataset
Level of theory: wB97M-V/def2-TZVPD

- Total energy: -1627.4789 Ha
- Net charge: -1
- 2S+1: 2
- Expectation value of S²: 0.759

Structure (XYZ):
```
69
C24H38N4OPdTe (wB97M-V/def2-TZVPD)
Pd 1.26 0.02 0.63
N -0.34 1.75 1.55
C -1.22 2.49 0.65
C -2.28 1.57 0.04
N -1.87 0.40 -0.68
C -1.37 0.52 -2.03
C 0.01 1.14 -2.28
N 1.08 0.39 -1.62
H 0.29 2.37 2.04
H -0.87 1.23 2.25
H -1.76 3.31 1.14
H -0.60 2.94 -0.13
H -2.92 1.23 0.87
H -2.92 2.18 -0.61
H -1.31 -0.26 -0.12
H -1.35 -0.49 -2.45
H -2.10 1.10 -2.61
H 0.14 1.15 -3.37
H 0.04 2.19 -1.95
H 1.00 -0.64 -1.80
H 1.98 0.71 -1.94
C -0.96 -3.79 -0.33
C -0.05 -2.55 -0.40
O 0.61 -2.45 -1.49
N -0.10 -1.74 0.63
Te 2.01 -1.62 2.35
C 3.72 -1.24 3.65
C 4.79 -0.45 3.20
C 4.82 0.14 1.82
C 5.87 -0.20 4.05
C 5.94 -0.72 5.33
C 7.11 -0.44 6.23
C 4.90 -1.53 5.75
C 3.80 -1.81 4.94
C 2.74 -2.73 5.48
C 0.63 -0.98 3.85
C 0.76 0.26 4.49
C 1.87 1.23 4.20
C -0.19 0.63 5.45
C -1.26 -0.19 5.78
C -2.28 0.23 6.81
C -1.37 -1.41 5.13
C -0.45 -1.82 4.18
C -0.63 -3.16 3.51
H -0.34 -4.69 -0.45
H -1.66 -3.78 -1.17
H -1.51 -3.85 0.61
H 3.91 0.71 1.60
H 4.87 -0.64 1.05
H 5.69 0.79 1.70
H 6.68 0.43 3.68
H 7.78 0.30 5.79
H 7.69 -1.35 6.42
H 6.78 -0.06 7.20
H 4.94 -1.98 6.74
H 3.14 -3.33 6.30
H 2.36 -3.40 4.70
H 1.88 -2.17 5.86
H 2.11 1.23 3.13
H 2.78 0.96 4.73
H 1.58 2.24 4.51
H -0.09 1.60 5.93
H -2.09 1.25 7.16
H -2.25 -0.43 7.68
H -3.29 0.20 6.40
H -2.20 -2.06 5.37
H -1.58 -3.60 3.81
H 0.17 -3.84 3.78
H -0.61 -3.03 2.43
```

Partial charges, Löwdin, in e: Pd 0.23; N -0.02; C -0.28; C -0.25; N -0.07; C -0.23; C -0.27; N -0.06; H 0.06; H 0.08; H 0.10; H 0.09; H 0.11; H 0.11; H 0.04; H 0.11; H 0.10; H 0.10; H 0.08; H 0.04; H 0.06; C -0.06; C -0.78; O -0.17; N -0.16; Te 1.49; C -0.38; C -0.32; C -0.10; C -0.03; C -0.28; C -0.06; C -0.03; C -0.30; C -0.07; C -0.39; C -0.31; C -0.08; C -0.03; C -0.28; C -0.06; C -0.02; C -0.31; C -0.10; H 0.06; H 0.06; H 0.04; H 0.02; H 0.07; H 0.07; H 0.11; H 0.07; H 0.08; H 0.07; H 0.11; H 0.07; H 0.05; H 0.08; H 0.03; H 0.08; H 0.07; H 0.11; H 0.07; H 0.07; H 0.07; H 0.11; H 0.07; H 0.06; H 0.02

---

Entry 6:
Formula: C24H38N4OS
Source: the Open Molecules 2025 dataset
Level of theory: wB97M-V/def2-TZVPD

- Total energy: -1629.8482 Ha
- Net charge: 0

Structure (XYZ):
```
68
C24H38N4OS (wB97M-V/def2-TZVPD)
C 2.35 -1.02 -5.43
C 1.17 -1.63 -4.67
C 1.56 -2.88 -3.90
C 1.94 -4.06 -4.77
H 2.85 -3.83 -5.33
H 1.15 -4.28 -5.48
H 2.13 -4.94 -4.17
H 2.35 -2.64 -3.18
S 0.14 -3.41 -2.85
C 0.31 -2.28 -1.54
N 1.26 -1.39 -1.46
N 1.07 -0.71 -0.31
C 0.02 -1.20 0.29
N -0.52 -2.22 -0.45
C -1.69 -3.01 -0.13
C -1.33 -4.49 0.01
C -2.58 -5.28 0.40
C -3.67 -5.10 -0.64
C -4.02 -3.62 -0.79
C -2.78 -2.82 -1.19
H -2.42 -3.16 -2.15
H -3.03 -1.76 -1.27
H -4.79 -3.49 -1.55
H -4.42 -3.24 0.15
H -4.56 -5.66 -0.35
H -3.33 -5.49 -1.60
H -2.32 -6.34 0.50
H -2.94 -4.94 1.38
H -0.94 -4.86 -0.93
H -0.55 -4.60 0.77
H -2.06 -2.63 0.83
C -0.49 -0.71 1.60
N 0.18 0.52 1.95
C -0.54 1.65 2.17
O -1.75 1.62 2.29
C 0.25 2.95 2.32
C 1.77 2.81 2.19
C 2.42 4.19 2.36
C 1.91 5.13 1.28
C 0.40 5.28 1.40
C 0.05 5.85 2.77
C 0.56 4.90 3.86
C 2.08 4.76 3.74
H 2.56 5.73 3.86
H 2.46 4.10 4.52
C -0.09 3.53 3.70
H 0.27 2.86 4.48
H -1.17 3.61 3.79
H 0.31 5.31 4.85
H 0.50 6.83 2.89
H -1.03 5.96 2.87
C -0.26 3.91 1.23
H -0.02 3.50 0.25
H -1.34 3.99 1.31
H 0.03 5.95 0.62
H 2.17 4.74 0.29
H 2.39 6.11 1.38
H 3.51 4.08 2.27
H 2.03 2.41 1.21
H 2.15 2.13 2.96
H 1.14 0.58 1.66
H -0.31 -1.47 2.37
H -1.56 -0.50 1.56
H 0.36 -1.87 -5.37
H 0.79 -0.89 -3.96
H 2.05 -0.09 -5.89
H 2.70 -1.69 -6.21
H 3.17 -0.82 -4.75
```

Partial charges, Löwdin, in e: C -0.10; C -0.30; C -0.63; C -0.13; H 0.08; H 0.08; H 0.07; H 0.10; S 1.03; C -0.59; N 0.02; N 0.06; C -0.27; N 0.03; C -0.28; C -0.15; C -0.19; C -0.20; C -0.19; C -0.15; H 0.08; H 0.13; H 0.11; H 0.12; H 0.11; H 0.12; H 0.11; H 0.12; H 0.08; H 0.12; H 0.15; C -0.10; N 0.09; C -0.43; O 0.06; C -0.35; C -0.10; C -0.29; C -0.12; C -0.29; C -0.12; C -0.29; C -0.12; H 0.12; H 0.12; C -0.08; H 0.13; H 0.13; H 0.14; H 0.12; H 0.12; C -0.08; H 0.13; H 0.13; H 0.14; H 0.12; H 0.12; H 0.14; H 0.13; H 0.13; H 0.11; H 0.14; H 0.12; H 0.11; H 0.09; H 0.07; H 0.06; H 0.08